No. 1
ORCA calculation (the ωB97M-V functional and the def2-TZVPD basis) on CO4S as an isolated structure at a distorted geometry.

Each line ends with the natural charge from an NBO analysis.
Positions of all 6 atoms, in Å:
C: -0.934381 -0.406516 -0.208538  1.001
O: 0.290073 0.932530 -0.380670  -0.789
O: -0.836267 -0.879296 -1.270390  -0.565
O: 1.886888 -0.656847 0.520975  -0.773
O: -1.384751 -0.291352 0.867747  -0.558
S: 1.701829 0.625579 -0.104601  1.684

Atomic forces in eV per Å
-2.81 -2.31 0.70
3.33 2.14 0.09
0.29 -0.31 -0.90
0.39 0.89 -0.41
0.44 0.47 0.17
-1.65 -0.87 0.34

Properties
HOMO level = -11.6 eV
Gap between HOMO and LUMO = 9.21 eV
Relative energy (zero: lowest compared OMol25 entry of this formula, charge and spin) = 1.2714 eV


No. 2
ORCA calculation (the ωB97M-V functional and the def2-TZVPD basis) on a 2-piece molecular cluster, C6H12N2 overall at a distorted geometry.

Each line ends with the natural charge from an NBO analysis.
Positions of all 20 atoms, in Å:
C: -1.119518 -1.034817 -0.640188  -0.274
N: -2.228010 -1.313056 0.185989  -0.850
C: 0.221587 -1.326088 -0.006897  0.112
N: 0.945654 -2.282886 -0.453602  -0.628
H: -2.219177 -0.783117 1.052043  0.374
H: -2.529235 -2.279823 0.176433  0.380
H: 0.806235 -2.471404 -1.448100  0.319
H: -1.045829 0.248508 -0.721454  0.207
H: -1.231338 -1.484680 -1.626487  0.197
H: 0.282811 -1.117610 1.057679  0.167
C: 1.239085 0.840573 -0.493136  -0.242
C: -0.049774 1.603791 -0.254572  -0.267
C: 2.283368 0.852500 0.347329  -0.327
C: -0.485668 1.935173 0.991909  -0.394
H: 1.426667 0.599550 -1.537009  0.212
H: -0.292484 2.289129 -1.060903  0.225
H: 2.193031 1.222682 1.356673  0.193
H: -1.157693 2.760941 1.158862  0.204
H: -0.274547 1.312540 1.847423  0.186
H: 3.234835 0.428092 0.068006  0.207

Atomic forces in eV per Å
0.97 4.75 -0.48
-0.59 0.13 -0.01
-1.25 -3.88 -0.60
1.18 0.99 0.45
-0.26 -0.73 -0.08
0.13 0.33 0.66
-0.54 -0.06 0.17
-0.97 -3.79 -0.58
0.18 0.07 0.03
0.24 0.39 0.08
0.16 1.64 -0.20
1.85 1.62 2.16
-0.76 -0.18 -0.31
-0.04 -0.66 -1.35
-0.13 -0.44 0.15
-0.29 -0.26 -0.18
-0.04 0.15 0.10
-0.26 -0.01 -0.11
0.35 0.02 0.19
0.04 -0.09 -0.10

Properties
HOMO level = -8.2 eV
Gap between HOMO and LUMO = 8.73 eV
SMILES = [H]/N=C\CN.C=CC=C
Relative energy (zero: lowest compared OMol25 entry of this formula, charge and spin) = 4.1514 eV


No. 3
ORCA calculation (the ωB97M-V functional and the def2-TZVPD basis) on C38H44AsN4O4V as an isolated structure at a distorted geometry.

Each line ends with the Löwdin charge.
Positions of all 92 atoms, in Å:
V: -1.076776 0.875951 0.148260  0.934
C: -4.678829 -1.311050 -0.045215  0.025
C: -3.895279 -0.048145 -0.119090  -0.348
O: -2.606824 -0.174539 0.085717  -0.164
C: -4.462109 1.173475 -0.360965  0.033
C: -3.729007 2.359267 -0.256144  -0.246
C: -4.403437 3.678514 -0.441586  -0.002
N: -2.438705 2.317531 0.085450  -0.052
N: -1.841554 3.547691 0.335916  0.120
C: -0.754506 3.349907 0.998323  -0.353
O: -0.412986 2.076821 1.319133  -0.148
C: 0.152451 4.450610 1.353290  -0.165
C: 1.343508 4.157049 2.011305  -0.010
C: 2.217429 5.180125 2.349710  -0.048
C: 1.902305 6.493503 2.031374  -0.053
C: 0.713987 6.788989 1.365965  -0.061
C: -0.162061 5.772257 1.023934  -0.033
H: -5.050194 -1.425935 0.977389  0.110
H: -4.041596 -2.162672 -0.270120  0.091
H: -5.535293 -1.288043 -0.716796  0.099
H: -5.517789 1.234067 -0.579850  0.133
H: -5.418189 3.537942 -0.806167  0.092
H: -3.840411 4.299706 -1.136384  0.086
H: -4.431396 4.218315 0.505543  0.104
H: 1.584847 3.127598 2.245871  0.115
H: 3.142979 4.953936 2.865069  0.116
H: 2.580035 7.293351 2.307177  0.117
H: 0.468689 7.816968 1.126817  0.113
H: -1.097395 5.989683 0.523379  0.111
C: -1.795035 -5.845912 -3.204510  -0.027
C: -1.185357 -4.640323 -2.536886  -0.231
C: -0.211205 -4.772731 -1.558659  0.007
C: 0.365863 -3.675909 -0.923518  -0.269
C: 1.492595 -3.947471 0.053959  -0.031
C: -0.090599 -2.400551 -1.277440  -0.271
As: 0.599138 -0.802245 -0.442047  1.432
N: -0.422163 -0.533433 1.044166  -0.254
C: -1.036539 -1.210606 2.123947  -0.305
C: -1.250762 -2.585962 2.123850  0.003
C: -1.926214 -3.175828 3.178667  -0.041
C: -2.386992 -2.406295 4.240467  -0.042
C: -2.184198 -1.032630 4.238127  -0.042
C: -1.519599 -0.433767 3.181226  -0.011
C: 2.429236 -1.064983 0.055051  -0.294
C: 2.887116 -0.932549 1.364113  -0.254
C: 2.086262 -0.346011 2.503268  -0.025
C: 4.188249 -1.357515 1.621326  0.010
C: 5.027514 -1.842323 0.627732  -0.232
C: 6.422495 -2.317316 0.941064  -0.028
C: 4.561782 -1.839566 -0.685815  0.000
C: 3.272578 -1.450762 -1.001296  -0.285
C: 2.854161 -1.404751 -2.456256  -0.036
C: -1.045129 -2.223344 -2.295965  -0.266
C: -1.473849 -0.871975 -2.828738  -0.051
C: -1.578070 -3.351282 -2.899853  0.002
H: -1.252453 -6.758220 -2.958257  0.084
H: -1.798376 -5.729559 -4.289081  0.090
H: -2.832879 -5.975578 -2.888523  0.093
H: 0.129557 -5.766417 -1.281657  0.130
H: 1.357584 -4.923125 0.521260  0.095
H: 1.580014 -3.204140 0.841473  0.059
H: 2.451737 -3.966566 -0.471025  0.097
H: -0.931795 -3.180371 1.285679  0.101
H: -2.095658 -4.247124 3.170127  0.120
H: -2.902803 -2.877495 5.067315  0.120
H: -2.538632 -0.427410 5.062723  0.119
H: -1.332485 0.630969 3.181611  0.113
H: 1.387287 0.413358 2.166088  0.047
H: 2.766579 0.122609 3.213856  0.095
H: 1.530447 -1.112514 3.047185  0.091
H: 4.560421 -1.283618 2.639380  0.129
H: 6.616822 -2.307285 2.011659  0.082
H: 7.167491 -1.684121 0.453729  0.093
H: 6.574036 -3.333765 0.574706  0.091
H: 5.231976 -2.137511 -1.487835  0.133
H: 3.725527 -1.471359 -3.104976  0.092
H: 2.348721 -0.463347 -2.689105  0.071
H: 2.188280 -2.221467 -2.723699  0.079
H: -1.955298 -0.242643 -2.081245  0.039
H: -2.195009 -1.001289 -3.631989  0.091
H: -0.626497 -0.316102 -3.228615  0.078
H: -2.315120 -3.227363 -3.687086  0.127
N: 0.006321 4.099528 -3.015179  0.219
C: 1.227648 3.716004 -2.211730  -0.005
C: 0.941875 2.450053 -1.418488  -0.626
O: 1.844158 1.970841 -0.773598  0.076
O: -0.309251 2.062894 -1.505064  -0.165
H: -0.296557 5.053537 -2.838304  0.172
H: -0.713616 3.451751 -2.691642  0.132
H: 0.138427 3.987524 -4.016750  0.174
H: 1.440783 4.511585 -1.500893  0.141
H: 2.087603 3.570873 -2.855325  0.146

Atomic forces in eV per Å
0.22 1.58 -1.81
-0.02 -0.05 0.00
0.48 0.04 -0.05
-0.89 -0.35 0.05
-0.09 -0.10 -0.11
0.59 0.23 0.30
-0.06 -0.01 0.01
-0.49 0.52 -0.15
-0.20 -0.17 0.12
-0.14 -0.15 -0.11
0.20 0.92 0.29
0.12 -0.28 0.10
0.10 -0.02 0.02
0.01 0.00 0.00
-0.02 0.03 -0.01
0.00 -0.02 -0.01
0.00 -0.01 0.01
0.00 -0.03 -0.03
0.01 -0.04 -0.04
0.00 0.00 0.04
0.01 0.00 0.02
0.04 0.01 0.02
-0.01 0.01 0.00
0.00 0.00 0.00
-0.01 0.06 0.00
-0.06 0.01 -0.03
-0.05 -0.05 -0.03
0.01 -0.06 0.02
0.01 0.01 0.04
0.04 0.09 0.06
-0.05 -0.03 -0.06
0.04 -0.12 0.02
0.23 -0.10 0.10
-0.24 -0.14 -0.04
0.05 0.13 -0.05
0.29 -0.86 -0.33
-0.38 -1.28 1.72
0.22 0.49 -0.57
0.03 -0.24 -0.04
0.04 -0.10 -0.08
-0.01 -0.03 0.01
0.08 0.11 -0.05
-0.02 0.15 0.16
0.11 0.35 -0.22
0.09 0.03 0.11
0.23 -0.13 -0.05
0.07 0.04 0.10
0.09 -0.05 0.05
-0.09 0.07 -0.05
0.11 -0.03 -0.02
0.01 0.17 -0.12
0.00 0.01 0.26
-0.11 0.00 -0.09
0.09 -0.10 0.04
-0.05 -0.08 0.01
-0.02 0.06 0.00
0.00 0.01 0.03
0.04 0.02 0.00
-0.03 0.07 -0.03
-0.04 0.01 -0.05
-0.08 -0.07 0.05
-0.07 0.00 0.03
0.13 -0.12 -0.14
0.02 0.11 0.00
0.01 0.01 -0.03
0.02 -0.02 -0.03
-0.02 0.06 0.01
0.00 0.11 0.01
0.01 -0.04 -0.01
-0.02 -0.01 -0.03
-0.01 -0.01 -0.08
-0.01 0.00 -0.01
-0.05 -0.01 0.02
-0.02 0.02 0.01
-0.06 0.01 0.06
0.01 0.02 0.05
-0.04 0.04 0.00
-0.11 -0.14 -0.03
-0.01 -0.03 -0.02
0.00 -0.03 -0.06
0.10 0.04 -0.04
0.04 -0.01 0.02
0.57 0.27 -0.01
-0.06 0.23 -0.11
-0.56 -0.24 -0.01
-0.18 -0.11 0.02
0.19 -0.51 0.83
0.01 0.14 0.03
-0.48 -0.43 0.23
0.04 -0.02 -0.11
0.02 0.03 0.00
0.00 0.06 -0.13

Properties
HOMO level (spin up / spin down) = -13.3 / -13.2 eV
Net charge = +2
Gap between HOMO and LUMO (spin up / spin down) = 7.19 / 6.03 eV
Relative energy (zero: lowest compared OMol25 entry of this formula, charge and spin) = 0.1781 eV


The calculated total energy results, record by record, are as follows: -20061.229; -9392.698; -140784.326 eV.